1.
52
Properties=species:S:1:pos:R:3:forces:R:3:mulliken_spin:R:1 method="wB97M-V/def2-TZVPD" mol_weight_g_mol=771.917 spin_multiplicity=4 gap_ev="11.09 / 10.38" s_squared=3.754 e_homo_ha="-0.4139 / -0.4139"
Co -19.406760 1.636870 0.941443 1.322 0.198 -0.963 2.86
C -16.002936 4.977849 0.775276 -1.138 0.571 0.076 0.00
C -15.314038 4.071698 1.780203 -0.366 -1.919 -0.582 0.00
N -14.198456 3.041371 1.336800 -0.273 0.945 -1.738 0.00
C -14.521174 2.440774 -0.081996 0.540 -0.363 1.346 0.00
C -12.994361 3.928919 1.279595 -0.744 0.766 0.045 0.00
C -11.803471 3.335316 0.666251 1.846 -1.353 -0.916 0.00
C -13.987635 1.880823 2.283514 2.167 2.292 0.337 0.00
C -13.727436 2.332633 3.732566 -0.568 0.162 1.052 0.00
O -12.350712 2.660701 3.956979 0.224 -0.677 -0.086 0.00
C -11.798572 2.455999 5.258625 0.511 0.390 1.221 0.00
H -16.544815 4.510362 -0.046159 0.151 -0.411 0.111 0.00
H -15.485457 5.851768 0.348891 0.475 -0.581 0.359 0.00
H -16.813337 5.436636 1.397063 0.520 -0.329 -0.432 0.00
H -16.031997 3.472194 2.337383 -0.210 0.009 -0.279 0.00
H -14.825422 4.677889 2.480233 0.714 0.806 1.071 0.00
H -14.336743 3.192769 -0.857904 -0.506 -0.115 0.374 0.00
H -15.523548 2.008529 -0.003610 0.041 0.627 -0.339 0.00
H -13.862838 1.571539 -0.278853 -0.062 0.644 0.353 0.00
H -12.751697 4.215068 2.335795 -0.377 -0.046 -1.035 0.00
H -13.348977 4.791470 0.668559 0.469 -0.319 0.689 0.00
H -11.430997 2.437036 1.182343 -0.414 0.102 -0.075 0.00
H -11.001136 4.028213 0.864378 0.390 0.427 -0.294 0.00
H -11.803405 3.100865 -0.430935 -0.344 0.427 0.976 0.00
H -13.106569 1.327245 1.912178 -0.587 0.129 0.166 0.00
H -14.862924 1.358943 2.164770 -2.011 -1.728 0.220 0.00
H -14.118619 1.486344 4.381983 0.664 1.035 -0.448 0.00
H -14.266989 3.284178 3.990394 -0.169 -1.169 -0.194 0.00
H -12.243365 3.126755 6.093318 0.720 -0.567 -1.597 0.00
H -10.656653 2.587671 5.180364 -1.930 0.072 0.068 0.00
H -11.968203 1.439859 5.651670 -0.043 0.063 -0.494 0.00
As -18.567561 2.279285 3.829669 0.761 -0.296 1.694 0.00
F -18.724766 1.285165 5.263978 0.008 0.636 -1.100 0.00
F -19.815650 3.264067 4.407247 -0.147 0.465 -0.344 0.00
F -18.486204 3.137251 2.206788 0.338 -0.267 0.634 0.02
F -17.345946 1.159974 3.303646 -0.297 0.534 -0.394 0.00
F -19.807098 1.388674 2.886202 -0.272 -0.942 0.323 0.02
F -17.355571 3.343044 4.481699 -0.355 -0.418 -0.496 0.00
As -21.114783 3.581512 -0.691432 1.455 -0.604 -1.367 0.00
F -21.162310 2.462998 -1.989116 0.120 0.017 0.339 0.00
F -20.715072 4.885710 -1.716762 -0.240 -0.072 0.082 0.00
F -20.889137 4.490473 0.697426 -0.123 0.872 0.937 0.00
F -21.217917 2.163666 0.494001 -0.731 -0.104 -0.325 0.03
F -19.287163 3.203695 -0.552434 -0.718 -0.507 0.350 0.03
F -22.785850 3.743093 -0.731695 -0.480 0.188 0.247 0.00
As -17.583147 -0.353772 -0.697246 -2.312 -0.473 0.351 0.00
F -17.390760 0.992672 0.566271 -0.372 -0.099 -0.131 0.02
F -18.078139 -1.321816 0.701322 0.676 0.511 -0.984 0.00
F -17.943335 -1.662268 -1.791479 0.292 1.466 0.562 0.00
F -17.158140 0.918641 -1.825013 -0.690 -1.092 0.296 0.00
F -15.972200 -0.758417 -0.568085 1.335 -0.336 0.383 0.00
F -19.332913 0.166878 -0.683845 0.739 0.437 -0.048 0.02

=====

2.
140
Properties=species:S:1:pos:R:3:forces:R:3:lowdin_charge:R:1 method="wB97M-V/def2-TZVPD" mol_weight_g_mol=1086.946 gap_ev=9.72 smiles="C[C@H]1COC(=O)O1.C[C@H]1COC(=O)O1.C[C@H]1COC(=O)O1.C[C@H]1COC(=O)O1.C[C@H]1COC(=O)O1.C[C@H]1COC(=O)O1.C[C@H]1COC(=O)O1.C[C@H]1COC(=O)O1.COC(=O)OC.COC(=O)OC.COC(=O)OC" relative_energy_kcal_mol=116.6 e_homo_ha=-0.3610
C -0.116706 -1.503031 -0.433949 0.505 0.202 0.398 0.00
C -0.887436 -0.297931 0.186131 1.939 -1.133 -1.180 -0.29
C -0.116986 1.046269 0.332741 0.771 -1.909 1.005 -0.08
O -0.891066 1.991509 -0.406109 1.133 0.308 0.973 0.10
C -1.798636 1.360299 -1.111649 -2.500 -0.801 -1.028 -0.53
O -2.530976 1.873559 -1.938049 1.275 -0.901 1.303 0.13
O -1.890296 0.025619 -0.737929 -1.016 1.719 -0.945 0.06
H 0.608324 -1.918221 0.266091 -0.184 0.016 0.291 0.06
H 0.466504 -1.298471 -1.331789 -0.180 0.625 -0.095 0.05
H -0.781706 -2.311431 -0.737869 -0.325 0.088 0.335 0.09
H -1.269526 -0.640141 1.147901 -0.369 0.344 -0.086 0.13
H 0.929914 1.045229 0.029261 -0.127 -0.099 -0.889 0.11
H 0.020094 1.092869 1.413081 -0.861 1.538 0.072 0.10
C 4.766874 -0.227381 5.197091 0.158 1.348 -0.041 -0.01
C 4.026844 0.169049 3.892001 1.920 0.348 1.648 -0.33
C 4.129604 -0.866751 2.809071 -0.760 -0.753 0.784 -0.09
O 2.745414 -1.044701 2.456571 -0.162 0.294 -0.120 0.04
C 1.927384 -0.332921 3.306571 -1.066 -1.283 -1.380 -0.51
O 0.721774 -0.355061 3.202561 1.811 0.474 0.436 0.15
O 2.668234 0.305609 4.212111 -1.224 0.330 -0.139 0.09
H 4.613344 0.506689 5.988081 -0.243 0.489 -0.247 0.08
H 5.839774 -0.154771 5.018991 0.091 -0.590 -0.035 0.09
H 4.453424 -1.132221 5.717771 0.042 -0.460 -0.841 0.09
H 4.401854 1.109399 3.488011 -0.048 0.307 0.388 0.15
H 4.500574 -1.759391 3.312731 -0.093 -0.480 -0.514 0.13
H 4.778924 -0.607971 1.972701 -0.482 0.133 -0.129 0.13
C 3.536894 -3.052501 -0.066949 1.005 -0.945 0.897 0.00
C 4.961064 -3.541831 -0.494499 -0.867 -1.930 0.047 -0.26
C 5.102624 -5.115571 -0.780539 -0.246 0.785 1.055 -0.06
O 4.844704 -5.206801 -2.161849 -0.555 -1.064 -0.529 0.08
C 4.889674 -4.029111 -2.737909 -0.800 2.020 -0.918 -0.55
O 4.636594 -3.757721 -3.887389 0.664 -0.685 1.222 0.13
O 5.159734 -3.063121 -1.806539 0.547 0.478 -0.855 0.04
H 3.296734 -3.223101 0.982491 0.602 0.134 0.377 0.07
H 2.742724 -3.668331 -0.489019 0.058 0.434 -0.944 0.09
H 3.485434 -1.975381 -0.225929 -0.351 -0.163 -0.340 0.08
H 5.773254 -3.246891 0.169921 -0.146 0.412 -0.137 0.14
H 4.381614 -5.690261 -0.199189 -0.232 0.023 -0.283 0.13
H 6.068094 -5.602561 -0.643439 0.266 0.599 0.408 0.13
C -3.831726 -1.847551 1.720501 0.058 -0.609 0.365 0.00
C -5.059236 -2.583241 1.200061 0.158 1.818 1.395 -0.30
C -6.310766 -2.518331 2.103061 2.953 -1.874 2.604 -0.17
O -7.349776 -2.377261 1.288961 -2.325 0.389 -2.939 0.09
C -6.893206 -1.973411 0.064391 -1.000 0.804 -0.119 -0.53
O -7.606886 -1.690711 -0.844109 0.439 -0.225 0.149 0.17
O -5.557336 -1.832531 0.114311 -0.077 -0.521 -1.594 0.09
H -2.950806 -2.126421 1.142301 -0.055 0.229 -0.105 0.07
H -3.628166 -2.139991 2.750621 0.014 -0.162 0.145 0.09
H -3.970806 -0.766641 1.740651 -0.092 -0.065 -0.262 0.10
H -4.816556 -3.617631 0.956661 -0.136 -0.004 -0.471 0.14
H -6.321886 -1.742801 2.868911 0.402 0.081 0.068 0.15
H -6.348996 -3.514931 2.542871 -0.301 0.114 0.746 0.13
C -2.848076 -5.475071 4.691651 -0.807 -1.559 -0.154 -0.01
C -1.938116 -5.928081 3.530601 0.057 1.401 1.092 -0.30
C -2.437966 -5.726871 2.119021 -0.991 -1.271 -0.294 -0.07
O -1.646016 -4.690351 1.590171 -3.626 -0.585 -4.090 0.13
C -0.758026 -4.310201 2.367631 3.714 0.505 4.599 -0.62
O 0.118074 -3.519821 2.203471 -0.082 0.297 -0.468 0.16
O -0.874386 -5.001181 3.563141 1.494 0.818 -0.264 0.06
H -2.346276 -5.552981 5.656141 0.245 0.183 -0.213 0.09
H -3.700946 -6.149131 4.771341 -0.102 -0.322 -0.011 0.08
H -3.331266 -4.502281 4.600521 0.623 0.255 -0.421 0.08
H -1.477876 -6.912451 3.616071 -0.475 -0.139 0.521 0.15
H -3.501866 -5.494401 2.072271 0.095 0.289 -0.144 0.13
H -2.253056 -6.623051 1.526771 -0.124 0.098 -0.159 0.14
C -6.084836 1.581199 -0.821189 0.282 0.326 0.227 0.00
C -5.983716 2.005469 -2.277369 1.211 0.011 1.872 -0.33
C -5.620296 0.977659 -3.308369 -0.444 -0.712 0.783 -0.09
O -6.474486 1.358719 -4.382279 -0.177 1.100 -0.836 0.07
C -7.402156 2.237729 -3.893049 -4.442 -0.779 -2.896 -0.55
O -8.417156 2.652939 -4.456849 3.010 -0.803 0.137 0.11
O -7.293216 2.356819 -2.615069 0.306 1.173 1.382 0.11
H -6.728096 0.708149 -0.711189 0.447 -0.343 -0.213 0.07
H -6.623016 2.329839 -0.239809 0.079 0.421 -0.243 0.09
H -5.104736 1.493639 -0.352339 -0.019 -0.501 -0.097 0.07
H -5.296326 2.833189 -2.451949 -0.170 0.520 0.452 0.16
H -5.959596 0.017729 -2.919139 0.229 -0.420 -0.372 0.13
H -4.561096 0.983999 -3.565579 -0.253 -0.020 -0.180 0.13
C 0.866784 5.800879 3.667231 -0.397 0.040 0.389 -0.01
C 0.276324 4.456529 4.075121 0.658 0.688 0.627 -0.31
C -0.900076 4.354449 5.050101 2.238 2.149 1.339 -0.11
O -1.632026 3.325909 4.549021 -2.357 -1.802 1.666 0.12
C -1.303096 3.029299 3.325931 -1.171 -0.138 -2.307 -0.58
O -1.894106 2.297879 2.576921 0.570 0.022 0.868 0.16
O -0.319986 3.834419 2.962721 1.921 -0.253 -1.818 0.09
H 1.642734 6.168939 4.338451 -0.420 -0.089 0.614 0.09
H 0.029714 6.497419 3.619681 0.372 0.392 -0.366 0.09
H 1.442234 5.745069 2.743191 -0.552 -0.215 -0.284 0.08
H 1.094614 3.907149 4.540601 0.113 -0.854 -0.589 0.14
H -1.445886 5.294329 5.132651 -0.403 -0.094 -0.115 0.14
H -0.475436 4.097549 6.020551 -0.479 -0.006 0.196 0.14
C 1.287604 -3.138541 -4.187499 -0.166 0.926 0.022 -0.01
C 1.097434 -2.474151 -5.549979 0.387 -1.838 0.226 -0.29
C 2.377004 -1.864691 -6.120169 -0.731 1.720 1.996 -0.11
O 2.372494 -2.225521 -7.460339 1.401 1.610 -0.221 0.11
C 1.732004 -3.355001 -7.570199 -1.033 -1.974 -1.124 -0.58
O 1.849784 -4.075791 -8.520989 -0.524 0.086 0.772 0.16
O 0.924144 -3.547291 -6.493419 -0.021 -0.614 -0.810 0.07
H 2.266644 -3.612091 -4.114489 -0.191 -0.156 -0.091 0.07
H 0.472994 -3.827301 -3.963619 0.099 -0.057 -0.157 0.09
H 1.239554 -2.344881 -3.441919 0.088 0.016 0.287 0.06
H 0.177094 -1.890591 -5.573349 0.236 0.406 -0.117 0.16
H 3.242304 -2.229821 -5.566969 0.179 -0.266 -0.288 0.13
H 2.332054 -0.784451 -5.981719 0.277 0.134 -0.462 0.13
C -0.655126 6.308169 0.707021 0.321 -0.269 -0.740 -0.03
O -1.911196 5.636359 0.772341 1.209 -0.848 1.251 -0.02
C -2.981566 6.088289 0.139311 1.436 1.557 -0.853 -0.66
O -3.015736 7.108489 -0.493309 -0.048 0.304 -0.025 0.14
O -3.977736 5.287919 0.253671 -2.027 -0.972 -0.328 0.04
C -3.883216 4.048279 0.952561 0.261 -0.201 -0.380 -0.01
H 0.117444 5.612029 1.033551 -0.471 -0.206 0.264 0.06
H -0.603056 7.193129 1.341241 -0.298 0.091 -0.258 0.10
H -0.383626 6.501489 -0.330769 -0.338 0.533 0.012 0.11
H -3.106436 3.404389 0.540131 0.316 0.325 0.143 0.08
H -4.808656 3.524609 0.712921 -0.141 0.335 0.669 0.08
H -3.680466 4.288939 1.996151 -0.331 -0.569 0.026 0.10
C 5.448014 0.436219 -1.292759 2.404 0.872 -1.135 -0.05
O 4.665754 0.840059 -0.233359 -2.317 -0.324 1.201 -0.03
C 4.260674 2.077429 0.087861 2.765 4.020 -0.871 -0.51
O 4.807114 3.177249 -0.240999 -2.381 -4.475 1.284 0.09
O 3.281774 1.910439 0.981651 -0.396 -1.032 0.038 -0.03
C 2.722334 2.989309 1.726121 1.640 1.172 -0.548 -0.02
H 6.233344 1.184589 -1.399069 0.335 -0.099 -0.209 0.11
H 5.027174 0.338209 -2.293449 -0.918 0.086 0.326 0.10
H 5.905644 -0.521261 -1.043969 -0.187 0.067 0.178 0.09
H 2.045864 3.554289 1.084811 -0.494 -0.290 0.418 0.11
H 3.546294 3.667909 1.946791 0.073 0.272 0.012 0.10
H 2.380964 2.642279 2.701381 -0.568 -0.355 -0.525 0.09
C 1.609274 0.771019 -3.024549 -0.020 1.676 -0.470 0.00
O 2.524684 1.874329 -2.749269 2.369 0.477 -1.883 -0.04
C 3.562244 2.311749 -3.592139 1.617 2.469 0.519 -0.46
O 4.416054 3.143879 -3.200569 -3.210 -3.253 -1.122 0.09
O 3.534234 1.863079 -4.895999 -1.231 -1.264 1.701 -0.04
C 4.566014 2.284069 -5.767489 0.791 2.063 -0.250 -0.06
H 1.322554 0.549219 -1.996589 0.032 -0.929 -0.517 0.07
H 1.996134 0.020689 -3.714069 0.444 -0.291 0.738 0.08
H 0.747744 1.183289 -3.549799 -0.184 0.126 0.116 0.10
H 5.576014 2.034359 -5.442459 -0.236 -0.213 0.281 0.10
H 4.492364 3.369979 -5.826489 0.360 0.204 0.322 0.09
H 4.460224 2.033579 -6.823019 -0.745 -1.064 0.409 0.10